Entry 1:
This record from the Open Molecules 2025 dataset describes a 6-piece molecular cluster, C21H41Cl3O10 overall. The level of theory is ωB97M-V/def2-TZVPD.

Structure (XYZ):
```
75
C21H41Cl3O10 (ωB97M-V/def2-TZVPD)
Cl 14.25358 15.61355 11.36364
Cl 11.54258 14.71976 11.09607
Cl 13.72268 12.95152 10.11194
O 10.36981 16.72526 5.31910
O 19.01922 17.94618 12.41274
O 9.66241 17.73794 7.24042
O 9.80063 9.26020 12.68540
O 14.31745 12.13854 13.67036
O 9.97980 11.38248 11.90774
O 19.99198 11.14210 11.61946
O 18.12800 19.43891 11.01349
O 19.48346 12.77935 10.15225
O 15.96368 11.42438 14.99605
C 8.42729 9.31217 13.09124
C 18.00176 18.65454 11.90182
C 8.88229 15.55545 6.75759
C 15.96328 10.13778 14.31167
C 9.72084 16.68822 6.33263
C 20.35202 18.28060 11.88349
C 10.18462 19.92010 7.86368
C 7.74634 8.08308 12.58998
C 18.10797 12.44284 12.08570
C 16.73573 18.26273 12.60081
C 17.17776 9.36409 14.65346
C 21.19171 10.96996 10.76706
C 13.20846 14.18211 11.29657
C 15.03388 12.27234 14.61545
C 19.24967 12.16922 11.14026
C 10.46053 18.86272 6.86379
C 11.87262 9.93140 12.03936
C 21.96250 9.90880 11.47327
C 15.11380 13.52216 15.49349
C 20.58678 17.62304 10.52538
C 10.45290 10.34287 12.22860
H 18.16790 9.80063 14.44077
H 8.45975 9.29881 14.19418
H 21.29444 9.05121 11.55891
H 20.89492 10.58605 9.79134
H 7.62264 8.14135 11.51840
H 11.99391 9.43200 11.05727
H 18.03715 13.54063 11.97463
H 6.76503 8.06537 13.03726
H 21.65060 17.85887 10.20062
H 15.04474 9.58882 14.59182
H 8.32928 7.16837 12.78615
H 12.45118 10.83336 12.22065
H 13.23353 13.68484 12.26001
H 12.17919 9.19327 12.72549
H 9.28805 15.06090 7.65686
H 11.48742 18.49817 6.79567
H 18.33194 12.26899 13.13218
H 22.85327 9.66342 10.91224
H 15.04943 13.33097 16.52581
H 16.66064 17.16809 12.56957
H 20.50979 16.54740 10.61606
H 10.34739 19.65186 8.90398
H 17.17385 9.19746 15.72128
H 14.41096 14.33231 15.27169
H 22.27447 10.10457 12.49393
H 10.19692 19.19512 5.84487
H 10.80067 20.74118 7.56341
H 7.89430 15.91057 6.93683
H 7.96798 10.23948 12.79397
H 8.78698 14.87659 5.92867
H 16.08537 13.94217 15.28260
H 19.85084 17.94903 9.80051
H 16.83408 18.46489 13.65028
H 15.82234 18.75476 12.21182
H 21.04091 17.96365 12.66420
H 21.58483 11.95142 10.69762
H 15.87824 10.29812 13.23137
H 9.12139 20.18659 7.86853
H 17.18175 8.35286 14.15511
H 17.13611 12.05881 11.73769
H 20.39116 19.35965 11.78719
```

Computed properties:
* net charge: 0
* LUMO energy: 0.5 eV
* SMILES: CCOC(C)=O.CCOC(C)=O.CCOC(C)=O.CCOC(C)=O.CCOC(C)=O.ClC(Cl)Cl
* ΔE to the lowest compared entry with this formula, charge and spin: 4.8 kJ/mol
* 2S+1: 1



Entry 2:
This record from the Open Molecules 2025 dataset describes C21H41Cu2N5O22S as an isolated structure. The level of theory is ωB97M-V/def2-TZVPD.

Structure (XYZ):
```
92
C21H41Cu2N5O22S (ωB97M-V/def2-TZVPD)
Cu 2.78166 2.11580 -1.17431
Cu 1.58479 0.30394 -2.50413
S 0.69219 -2.16777 4.35677
O -3.27987 0.65267 -0.02487
O -2.49257 -0.65719 1.83004
O -1.54951 -4.09782 -0.41007
O 1.36331 1.85752 -1.41451
O -4.26365 -0.33369 3.10777
O -1.69806 -3.60407 -3.33534
O 0.77390 -1.27451 -1.64942
O -2.31519 -1.53627 -3.60805
O 0.53487 1.34141 3.12620
O 3.28766 -0.76528 1.40561
O -0.48168 -2.96583 4.68721
O -0.40058 -3.80060 1.36427
O 1.73819 -2.97610 3.32223
O -2.72835 3.27919 0.48323
O -3.14374 0.41785 -3.19501
O 0.90896 0.51276 5.14212
O 1.54736 -1.68952 5.48870
O 3.64178 0.78692 -0.18055
O -1.12582 3.71433 1.90241
O 0.26560 -1.06057 3.18577
O -1.93640 0.99423 -5.11268
O -3.99271 -1.33104 0.04745
N -0.54652 -3.76843 0.15637
N -1.54847 3.55244 0.77364
N 3.40040 -0.36278 0.27879
N -1.47371 -2.36624 -3.43638
N -3.28097 -0.49751 -0.41272
C -1.41037 0.07854 1.43585
C 2.76577 0.88702 3.67693
C -0.89517 1.43325 -3.06419
C 1.33701 0.92461 4.04984
C 3.16722 -1.54848 -0.69179
C 1.25886 1.65177 1.93277
C 2.05200 -2.17888 2.16883
C 0.73870 -1.46998 1.92468
C -2.79872 1.56415 2.63690
C -2.13685 0.91347 -3.80692
C -3.30701 0.11694 2.58632
C -1.38492 1.31184 2.30218
C 2.62656 0.99906 2.12133
C -0.51966 3.62556 -0.30073
C 0.40455 -2.95230 -0.62285
C -0.09811 2.11263 -4.12307
C 0.59085 -0.40526 -0.56461
C -0.64423 1.54351 -5.42349
C 0.28901 1.22326 -0.79091
C -2.32330 -0.89089 -1.51339
C -0.06549 -1.98906 -3.27048
H -0.93951 2.19926 1.85252
H 0.26565 -2.14392 -4.29735
H 0.42053 3.18349 0.02900
H 1.03628 -0.61113 1.32308
H -3.03238 2.01980 3.59914
H 0.95884 1.85966 -4.03961
H 3.99009 -2.26038 -0.62709
H 3.28455 1.76631 4.05879
H -0.88776 1.16093 3.26039
H -0.08009 -2.02292 1.46431
H -0.15803 -0.93906 -2.99290
H -0.31253 0.69589 -2.51198
H 3.43100 1.53390 1.61644
H -1.32279 2.25448 -2.48902
H 1.04629 -2.38727 0.05317
H -0.90517 3.10833 -1.17934
H 0.84657 1.08717 1.09650
H 3.34512 0.00855 3.96109
H 3.08330 -1.13400 -1.69641
H 0.05046 1.68575 0.16685
H -0.62657 1.33119 -1.37243
H -3.27379 2.04885 1.78398
H -0.68047 2.21986 -6.27749
H 2.89057 -1.52175 2.39921
H 2.57357 0.00137 1.68553
H -0.30800 -0.67451 -0.00993
H 2.19825 -2.91480 1.37817
H -2.62132 -1.77136 -2.08266
H -0.24084 -2.35553 -1.26739
H 1.49393 -0.46728 0.04260
H -1.41222 -1.18759 -0.99378
H -0.41587 4.68800 -0.52105
H 0.33911 -2.50730 -2.40110
H 0.88564 -3.68381 -1.27211
H 2.22106 -2.03231 -0.44936
H -2.15907 -0.05489 -2.19326
H -0.13374 3.19771 -4.02585
H 0.02431 0.73431 -5.71736
H -0.49340 -0.49193 1.58360
H -1.58311 0.42115 0.41561
H 1.29212 2.73106 1.78401
```

Computed properties:
* net charge: 0
* LUMO energy: -2.8 eV
* 2S+1: 1



Entry 3:
This record from the Open Molecules 2025 dataset describes C21H41MgN6O11P3S2 as an isolated structure. The level of theory is ωB97M-V/def2-TZVPD.

Structure (XYZ):
```
85
C21H41MgN6O11P3S2 (ωB97M-V/def2-TZVPD)
S -3.61719 0.42519 -2.87687
S -1.68154 -2.01525 -1.36183
P -3.25810 -0.75819 -1.38264
P 2.26234 -0.70936 0.29218
P 0.59609 -0.06952 2.42632
Mg -0.79831 -0.04983 -0.25413
O 3.39766 4.65605 -4.66566
O -0.65719 -0.26938 1.65777
O 1.19013 -1.87415 -4.52856
O 1.83755 -1.09916 -6.43399
O -2.91836 0.03588 0.03949
O 0.58115 3.07574 -0.96943
O 1.15542 -0.04910 -0.44335
O 1.81884 -0.95194 1.84165
O -4.65359 -1.46381 -1.06309
O 4.22999 3.16205 -5.97718
O -0.82717 1.38495 -1.39843
N 1.12527 1.47021 2.44599
N 1.51402 -0.96464 -5.27247
N 0.55684 -0.70038 3.97213
N 3.58996 0.23871 0.39730
N 2.71099 -2.24834 -0.10946
N 3.44051 3.53451 -5.12910
C 1.61655 -3.22796 -0.12395
C 2.41089 1.31150 -5.23589
C -3.57767 2.37375 0.19251
C 1.54242 0.37856 -4.70143
C 0.13530 2.17089 -1.67235
C 4.78657 -0.27470 1.05104
C -4.18693 -3.18188 0.65993
C -6.47143 -2.19582 0.26640
C 0.73632 0.66587 -3.60970
C 3.78520 1.38634 -0.48088
C 3.57073 -2.37995 -1.29107
C 0.24465 2.59889 2.14964
C 0.84144 1.90752 -2.99910
C -3.92049 0.75267 2.09427
C -3.90704 0.94212 0.58506
C -0.40599 -0.00283 4.82857
C 2.48254 2.55038 -4.62312
C 0.36688 -2.15469 4.01898
C 1.72096 2.85270 -3.50462
C 2.34735 1.80521 3.16352
C -5.15385 -2.61442 -0.36572
H 2.81692 1.79080 -0.76909
H 4.35550 1.12606 -1.37973
H 1.09469 -2.63949 3.37320
H 5.56460 -0.52638 0.32408
H -4.24427 3.05951 0.71643
H -0.29148 1.07510 4.71038
H -2.54283 2.60168 0.45408
H 0.05330 3.18570 3.05401
H -4.60850 1.46144 2.55389
H -5.35203 -3.36288 -1.13809
H -3.69429 2.50753 -0.88057
H -0.20628 -0.26223 5.86842
H 1.83002 3.81064 -3.01651
H -1.43955 -0.27975 4.59210
H 1.02742 -3.16691 -1.04313
H -6.30011 -1.50562 1.09423
H 0.68522 3.23872 1.38758
H -7.09811 -1.70287 -0.47540
H 2.99669 2.41885 2.53559
H 4.15458 -3.29735 -1.19810
H 4.33646 2.15220 0.06777
H -0.69751 2.22704 1.75448
H -0.64027 -2.44997 3.70351
H 2.04487 -4.22726 -0.04237
H -3.88737 -2.40814 1.36952
H 2.86829 0.89073 3.44141
H 0.52947 -2.49324 5.04224
H -4.68146 -3.98846 1.20322
H 4.25483 -1.53427 -1.35797
H -4.23331 -0.25728 2.36264
H -6.99422 -3.07636 0.63996
H 0.03343 -0.06422 -3.22900
H 3.02571 1.07139 -6.09024
H 2.11627 2.36756 4.07279
H -3.29715 -3.57332 0.17343
H 2.98004 -2.43751 -2.20465
H 4.53218 -1.16848 1.61781
H 0.95680 -3.05800 0.72620
H -2.91400 0.92281 2.48101
H -4.87717 0.66585 0.16380
H 5.18288 0.48205 1.73233
```

Computed properties:
* net charge: 0
* LUMO energy: -0.5 eV
* 2S+1: 1



Entry 4:
This record from the Open Molecules 2025 dataset describes C21H42AsInN2 as an isolated structure. The level of theory is ωB97M-V/def2-TZVPD.

Structure (XYZ):
```
67
C21H42AsInN2 (ωB97M-V/def2-TZVPD)
In 0.31156 0.28750 0.75266
As -1.71430 -0.96535 -1.75678
N 2.32572 1.80381 1.79095
N 1.85164 0.82606 -1.00562
C 3.36464 1.08760 2.53312
C -3.64821 2.87127 -1.64210
C -4.47972 1.29510 -0.04529
C -3.05973 -2.08883 -0.89553
C -2.40943 2.84506 -1.01485
C -2.18705 2.06844 0.12114
C 3.10543 1.39559 -0.52181
C 1.12331 1.76126 -1.87419
C -4.69582 2.10290 -1.15589
C -0.86902 2.10189 0.82754
C 2.89761 2.41290 0.58645
C 0.89232 -2.79900 1.60310
C -2.85821 -0.23758 -3.19043
C -3.24130 1.27621 0.58065
C -0.91414 -2.38173 -2.84318
C 1.75797 2.82679 2.66933
C 2.10632 -0.42628 -1.73153
C 1.55496 -3.71812 0.55903
C 2.02188 -2.23370 2.46973
C -0.01537 -3.64812 2.49399
C 0.02887 -1.76140 0.84792
H 2.59895 -3.03034 2.95781
H -3.72845 -2.50968 -1.64818
H -0.94030 -1.66160 1.38247
H -0.29203 -1.95460 -3.63095
H 2.72545 -0.24509 -2.61924
H 2.92501 0.58631 3.39295
H 0.54712 -4.44452 2.99401
H 2.70693 -1.65391 1.84601
H -3.40417 -1.02697 -3.71229
H -2.22889 0.29012 -3.90994
H -3.63575 -1.50785 -0.17660
H 2.61240 -1.13138 -1.07421
H 2.23702 3.21399 0.24922
H 0.91824 2.69346 -1.34992
H -1.60119 3.45835 -1.40141
H 3.65351 1.85802 -1.35351
H 1.61378 -1.57739 3.24151
H -0.80833 -4.11478 1.90330
H -3.56523 0.47493 -2.76788
H 0.79635 -4.29176 0.02070
H -1.70431 -2.97580 -3.30283
H 1.30143 2.35077 3.53753
H -3.79518 3.50260 -2.51012
H -0.27946 2.95865 0.50357
H 2.25757 -4.42409 1.01806
H 4.14198 1.78132 2.88510
H 3.83162 0.32719 1.91375
H 2.53113 3.52294 3.02378
H 3.86649 2.87565 0.82386
H 1.69850 1.98108 -2.78254
H -0.30114 -3.01705 -2.20272
H -2.53346 -2.88376 -0.36885
H -5.28153 0.67525 0.33794
H 2.09507 -3.11950 -0.17831
H 0.99001 3.39303 2.14756
H -3.08637 0.63938 1.44666
H -1.01991 2.15433 1.90832
H -5.66513 2.12844 -1.63594
H 3.72715 0.58201 -0.14488
H -0.48597 -3.02738 3.26088
H 1.16528 -0.87382 -2.03051
H 0.16587 1.32121 -2.15255
```

Computed properties:
* net charge: 0
* LUMO energy: 0.3 eV
* ΔE to the lowest compared entry with this formula, charge and spin: 35.3 kJ/mol
* 2S+1: 1



Entry 5:
This record from the Open Molecules 2025 dataset describes C21H42Br2N2O5S as an isolated structure. The level of theory is ωB97M-V/def2-TZVPD.

Structure (XYZ):
```
73
C21H42Br2N2O5S (ωB97M-V/def2-TZVPD)
Br 4.69095 4.37905 2.22124
Br 8.71345 3.39623 -1.87481
S 8.51289 5.93240 -0.34997
O 1.76659 2.81872 -0.63044
O 8.50585 4.25221 -0.28767
O -3.45507 -1.49637 0.28579
O 7.30698 6.18569 -1.36073
O 8.07326 6.22823 0.99115
N -3.81550 -2.55958 0.89716
N 1.32322 1.70959 -0.17396
C -2.85393 -4.63081 1.98653
C -5.53288 -3.65835 -0.47287
C -6.02149 -1.50568 0.71136
C 2.11568 -0.05503 -1.67685
C -1.43268 -3.07890 0.69885
C -3.15043 -4.45203 -0.51655
C 2.11005 -0.48663 0.81049
C -0.24483 0.79536 -1.82429
C -2.82813 -3.69250 0.77649
C 2.29977 0.56630 -0.28660
C -5.29051 -2.84191 0.80624
C -0.83493 2.83420 -0.49768
C 4.20231 4.89240 0.40824
C 5.36748 4.80985 -0.57382
C -0.81375 0.65696 0.64370
C 0.66470 -0.41792 -1.97769
C -0.13641 1.47850 -0.45115
C 3.71083 1.13101 -0.12859
C -5.81875 -3.55783 2.05030
C 5.92917 6.19125 -0.89573
C -4.61481 -4.86717 -0.61218
H -1.90675 2.65741 -0.60608
H -0.88740 1.23741 1.56523
H 2.75970 -0.93651 -1.74207
H -1.93027 -5.21038 1.98477
H 2.46973 0.66121 -2.42497
H -0.48854 3.44316 -1.32818
H 5.00666 4.33235 -1.48925
H -4.85532 -5.62201 0.14196
H -2.89785 -4.06662 2.91876
H 4.42329 0.30617 -0.17033
H -5.38127 -2.99665 -1.33102
H -1.32017 -2.45534 -0.18411
H -0.70038 -3.88711 0.66093
H 5.85761 6.85704 -0.03387
H 6.15562 4.17254 -0.17676
H -3.67326 -5.34390 1.96838
H -5.78294 -0.97675 -0.20683
H 0.59326 -0.79092 -3.00167
H -2.49297 -5.32405 -0.57332
H -6.58172 -3.96536 -0.48599
H 0.01319 1.53090 -2.59274
H -7.09524 -1.70180 0.74103
H -4.79033 -5.33859 -1.58121
H -6.85904 -3.83421 1.87316
H -0.31026 -0.27213 0.87725
H 3.95290 1.83833 -0.91842
H -1.29012 0.51693 -1.97958
H -0.66524 3.38541 0.42717
H 3.01861 -1.08798 0.85689
H 3.80985 5.90454 0.49748
H 3.82253 1.63703 0.83156
H -5.78864 -2.88605 2.90941
H 1.96525 -0.01625 1.78358
H 0.32702 -1.23319 -1.33159
H -2.90582 -3.80549 -1.36495
H -1.82219 0.39740 0.32165
H -5.76157 -0.86474 1.55358
H 5.40017 6.64646 -1.73223
H 1.28593 -1.17010 0.62386
H -5.28040 -4.45986 2.31276
H 3.38985 4.23059 0.13069
H -1.23261 -2.46606 1.57906
```

Computed properties:
* net charge: 0
* LUMO energy (spin up / spin down): -0.5 / -0.5 eV
* 2S+1: 3
* <S²>: 2.008



Entry 6:
This record from the Open Molecules 2025 dataset describes C21H42N7O9S2 as an isolated structure. The level of theory is ωB97M-V/def2-TZVPD.

Structure (XYZ):
```
81
C21H42N7O9S2 (ωB97M-V/def2-TZVPD)
S -1.65200 0.98237 0.05372
S 0.41954 -0.83271 0.08644
O 0.12815 -1.35687 1.40356
O 4.96892 0.90452 -0.44945
O -2.19301 1.65327 -1.10805
O -3.69201 -0.12724 -5.29478
O -5.69143 -3.47447 3.41834
O -1.88652 1.76529 1.25253
O 1.31459 5.67471 -1.70371
O 0.09509 -1.74097 -0.98641
O 4.54194 -1.79038 0.92522
N -3.01158 -1.10022 -0.90545
N 0.77283 6.08782 0.43160
N 6.25875 -1.40529 -0.43689
N -5.49939 -5.47253 4.40812
N 3.40499 2.34956 0.28214
N -1.90945 1.00581 -4.52447
N -0.09758 0.67291 -0.16114
C 2.17597 -0.58441 0.04076
C -3.74540 -2.04782 1.69545
C -0.42850 4.32212 -0.74949
C 6.03430 -3.63494 0.58773
C -6.22576 -4.39032 4.01859
C -2.67400 -0.51913 0.23436
C 0.61700 5.39987 -0.73622
C 2.91016 3.63060 0.76419
C -4.10192 -2.70726 0.53246
C -0.66627 1.74213 -4.62855
C -2.14127 0.65877 -6.93615
C -2.65191 0.47503 -5.52141
C 5.54302 -2.21942 0.38506
C 7.46609 -1.70944 -1.17546
C 5.72617 3.10341 0.11118
C 0.04608 5.90542 1.67447
C 4.67764 2.02383 -0.04350
C -3.73519 -2.19509 -0.68665
C -7.69769 -4.37602 4.35667
C -3.00011 -0.89828 1.50522
C -5.95159 -6.64948 5.12383
H -5.76070 -7.53887 4.52032
H 0.10954 1.22039 -4.06591
H 8.26500 -1.03289 -0.86346
H -8.13041 -3.45440 3.98074
H 6.05169 -4.17434 -0.36045
H 2.44302 3.49581 1.74252
H 5.49245 3.95674 -0.52659
H -5.39844 -6.74171 6.06047
H -0.68795 5.11093 1.58731
H -7.01201 -6.59298 5.34388
H 2.47443 -0.19427 -0.92734
H -4.52664 -5.41544 4.14958
H -4.67094 -3.62293 0.57684
H -4.03517 -2.40501 2.67072
H 2.73911 1.59782 0.15983
H 1.48539 6.79835 0.39046
H 7.78442 -2.73317 -1.00763
H -1.16181 0.19311 -7.05315
H -2.67115 -0.30365 2.33953
H -4.06293 -2.72636 -1.57468
H 5.78996 3.42902 1.15030
H -0.35063 1.84478 -5.66224
H 6.68895 2.69857 -0.18655
H 5.35483 -4.14338 1.26464
H -1.41827 4.73219 -0.54949
H 7.03278 -3.63462 1.02800
H -7.84271 -4.41578 5.43709
H -0.46260 6.83510 1.93956
H -2.07449 1.71888 -7.18494
H -2.83725 0.18325 -7.62111
H -0.44213 3.85397 -1.72754
H 2.50292 0.00577 0.88488
H -8.20677 -5.21862 3.88692
H 3.71254 4.35681 0.84495
H -2.28891 0.85394 -3.59477
H -0.19562 3.55753 -0.00669
H -0.79604 2.73456 -4.19376
H 7.28755 -1.56370 -2.24299
H 2.16363 4.00108 0.06646
H 5.86656 -0.47435 -0.51560
H 0.74712 5.65416 2.47373
H 2.59300 -1.57149 0.12233
```

Computed properties:
* net charge: -1
* LUMO energy: 2.1 eV
* 2S+1: 1



no.,largest force on an atom (Eh/bohr)
1,0.0550
2,0.3470
3,0.0285
4,0.0147
5,0.0077
6,0.0373